Formula: CClF2NO2
Source: the Open Molecules 2025 dataset
Level of theory: ωB97M-V/def2-TZVPD

Bonds (Å) are listed after each position.
CARTESIAN COORDINATES (ANGSTROEM)
1 C 0.5987 -0.4249 0.5862  F5 1.315, F6 1.283, Cl7 1.720
2 N -0.8433 0.6127 -0.7976  O3 1.165, O4 1.168
3 O -1.3124 1.5497 -0.2891  N2 1.165
4 O -0.8248 0.2203 -1.8975  N2 1.168
5 F 0.2932 0.1327 1.7376  C1 1.315
6 F 1.7279 0.0346 0.1853  C1 1.283
7 Cl 0.3606 -2.1251 0.4751  C1 1.720

Multiplicity   1
Gap between HOMO and LUMO (spin up / spin down)   8.94 / 8.50 eV
HOMO level (spin up / spin down)   -9.73 / -9.50 eV
Energy relative to the best compared isomer or geometry (same formula, charge and spin)   1.720 eV

---

Formula: C7H5NO2S3
Source: the Open Molecules 2025 dataset
Level of theory: ωB97M-V/def2-TZVPD

Bonds (Å) are listed after each position.
CARTESIAN COORDINATES (ANGSTROEM)
1 C 2.6365 1.8855 0.0089  N8 1.147, S11 1.670
2 C -2.5698 0.2973 -0.1180  C3 1.382, C4 1.434, H14 1.026
3 C -2.0634 -0.5877 -1.0506  C2 1.382, C5 1.399, H15 1.033
4 C -1.8813 0.6299 1.0954  C2 1.434, C6 1.413, H16 1.067
5 C -0.6907 -0.8199 -0.9149  C3 1.399, C7 1.336, H17 1.028
6 C -0.5043 0.3142 1.0847  C4 1.413, C7 1.355, H18 1.066
7 C 0.0752 -0.4195 0.1034  C5 1.336, C6 1.355, S13 1.835
8 N 2.0654 2.5435 0.7555  C1 1.147
9 O 2.3629 -0.2970 -1.2243  S11 1.654, S13 1.633
10 O 1.6822 -2.5117 -0.4201  S13 1.467
11 S 3.4073 0.9841 -1.1669  C1 1.670, O9 1.654
12 S 2.7405 -0.7786 1.6946  S13 1.940
13 S 1.7687 -1.1255 0.0517  C7 1.835, O9 1.633, O10 1.467, S12 1.940
14 H -3.5765 0.4917 -0.1648  C2 1.026
15 H -2.6624 -0.9835 -1.7929  C3 1.033
16 H -2.4366 1.2694 1.7436  C4 1.067
17 H -0.3017 -1.3118 -1.7296  C5 1.028
18 H -0.0519 0.4196 2.0443  C6 1.066

Multiplicity   1
Gap between HOMO and LUMO   8.90 eV
Structure (SMILES)   N#CSO[S@@](=O)(=S)c1ccccc1
HOMO level   -9.70 eV
Energy relative to the best compared isomer or geometry (same formula, charge and spin)   0.115 eV

---

Formula: C60H142N6O14
Source: the Open Molecules 2025 dataset
Level of theory: ωB97M-V/def2-TZVPD

Bonds (Å) are listed after each position.
CARTESIAN COORDINATES (ANGSTROEM)
1 C 23.4566 4.3258 22.0957  C2 1.495, H4 1.090, H5 1.090, H6 1.090
2 C 24.5732 5.3189 22.0666  C1 1.495, O3 1.400, H7 1.090, H8 1.090
3 O 25.3871 4.9825 23.1555  C2 1.400, H9 0.960
4 H 23.7500 3.3230 21.7851  C1 1.090
5 H 22.6149 4.7038 21.5154  C1 1.090
6 H 23.0530 4.2807 23.1072  C1 1.090
7 H 24.2338 6.3522 21.9941  C2 1.090
8 H 25.0829 4.8973 21.2002  C2 1.090
9 H 24.9354 5.3245 23.9305  O3 0.960
10 C 29.8438 11.1160 16.2498  C11 1.567, H13 1.090, H14 1.090, H15 1.090
11 C 30.6965 12.4093 16.0136  C10 1.567, O12 1.379, H16 1.090, H17 1.090
12 O 31.1508 12.8129 17.2511  C11 1.379, H18 0.960
13 H 29.5837 10.6671 15.2912  C10 1.090
14 H 28.8975 11.4163 16.6997  C10 1.090
15 H 30.2223 10.2893 16.8509  C10 1.090
16 H 30.0432 13.1305 15.5226  C11 1.090
17 H 31.6491 12.2055 15.5245  C11 1.090
18 H 31.8933 13.3888 17.0544  O12 0.960
19 C 24.4333 2.3205 18.7951  C20 1.549, H22 1.090, H23 1.090, H24 1.090
20 C 23.7180 3.2002 17.7394  C19 1.549, O21 1.435, H25 1.090, H26 1.090
21 O 22.2997 3.0549 17.8979  C20 1.435, H27 0.960
22 H 24.0478 1.3370 18.5266  C19 1.090
23 H 24.1029 2.4890 19.8201  C19 1.090
24 H 25.4961 2.1751 18.6018  C19 1.090
25 H 24.0586 2.8609 16.7612  C20 1.090
26 H 23.8586 4.2563 17.9696  C20 1.090
27 H 21.7861 3.8461 17.7194  O21 0.960
28 C 26.0372 2.0104 24.6202  C29 1.532, H31 1.090, H32 1.090, H33 1.090
29 C 26.9660 1.1558 25.4886  C28 1.532, O30 1.385, H34 1.090, H35 1.090
30 O 26.4076 -0.0902 25.7186  C29 1.385, H36 0.960
31 H 25.4534 1.4197 23.9142  C28 1.090
32 H 26.6444 2.6872 24.0192  C28 1.090
33 H 25.3503 2.7031 25.1066  C28 1.090
34 H 27.2138 1.6822 26.4103  C29 1.090
35 H 27.8734 1.0316 24.8975  C29 1.090
36 H 25.4521 -0.0263 25.7849  O30 0.960
37 C 28.8562 4.5380 20.1059  C38 1.520, H40 1.090, H41 1.090, H42 1.090
38 C 29.0896 5.0806 18.7055  C37 1.520, O39 1.395, H43 1.090, H44 1.090
39 O 28.4149 4.4065 17.6872  C38 1.395, H45 0.960
40 H 27.8613 4.8180 20.4523  C37 1.090
41 H 29.6143 4.7820 20.8502  C37 1.090
42 H 29.0198 3.4607 20.1325  C37 1.090
43 H 30.1538 5.0680 18.4701  C38 1.090
44 H 28.8815 6.1505 18.7082  C38 1.090
45 H 28.9138 4.4270 16.8673  O39 0.960
46 C 31.0109 10.7812 20.1618  C47 1.546, H49 1.090, H50 1.090, H51 1.090
47 C 32.2278 9.8442 19.9822  C46 1.546, O48 1.400, H52 1.090, H53 1.090
48 O 33.2987 10.3294 20.7425  C47 1.400, H54 0.960
49 H 30.3938 10.5261 19.3003  C46 1.090
50 H 31.3971 11.7964 20.0708  C46 1.090
51 H 30.5351 10.7324 21.1413  C46 1.090
52 H 32.4936 9.7758 18.9273  C47 1.090
53 H 32.0116 8.8343 20.3306  C47 1.090
54 H 33.7236 11.1716 20.5647  O48 0.960
55 C 32.0851 5.2940 24.9193  C56 1.505, H66 1.090, H67 1.090, H68 1.090
56 C 30.6960 5.8543 24.7678  C55 1.505, C57 1.539, N61 1.480, C65 1.480
57 C 30.2096 5.8760 26.2275  C56 1.539, C58 1.479, H69 1.090, H70 1.090
58 C 30.6267 7.0197 27.0683  C57 1.479, C59 1.557, H71 1.090, H72 1.090
59 C 30.3845 8.3242 26.2527  C58 1.557, C60 1.584, H73 1.090, H74 1.090
60 C 31.0517 8.3492 24.8158  C59 1.584, N61 1.404, C63 1.525, C64 1.496
61 N 30.7272 7.1793 24.1101  C56 1.480, C60 1.404, O62 1.409
62 O 31.2398 7.0520 22.8042  N61 1.409, H84 0.960
63 C 30.3706 9.5715 24.2087  C60 1.525, H75 1.090, H76 1.090, H77 1.090
64 C 32.5211 8.6023 24.9327  C60 1.496, H78 1.090, H79 1.090, H80 1.090
65 C 29.7922 4.9822 23.9841  C56 1.480, H81 1.090, H82 1.090, H83 1.090
66 H 32.6218 5.2932 23.9706  C55 1.090
67 H 32.0092 4.2234 25.1096  C55 1.090
68 H 32.6501 5.8109 25.6949  C55 1.090
69 H 29.1196 5.8831 26.2302  C57 1.090
70 H 30.5447 5.0295 26.8268  C57 1.090
71 H 31.6599 7.0503 27.4141  C58 1.090
72 H 29.9867 7.0612 27.9496  C58 1.090
73 H 30.9269 9.0152 26.8979  C59 1.090
74 H 29.3674 8.7070 26.3375  C59 1.090
75 H 29.2966 9.6212 24.3882  C63 1.090
76 H 30.5446 10.4198 24.8707  C63 1.090
77 H 30.7434 9.7677 23.2035  C63 1.090
78 H 32.7299 9.2243 25.8031  C64 1.090
79 H 33.0945 7.7474 25.2910  C64 1.090
80 H 32.9530 8.8643 23.9668  C64 1.090
81 H 28.7817 5.3856 23.9190  C65 1.090
82 H 29.7239 3.9691 24.3804  C65 1.090
83 H 30.0207 4.9519 22.9188  C65 1.090
84 H 30.6083 7.5210 22.2539  O62 0.960
85 C 24.4046 9.9522 17.5765  C86 1.489, H96 1.090, H97 1.090, H98 1.090
86 C 24.2749 9.3829 18.9461  C85 1.489, C87 1.599, N91 1.525, C95 1.606
87 C 24.4085 7.7894 18.9339  C86 1.599, C88 1.557, H99 1.090, H100 1.090
88 C 25.9050 7.3730 19.0414  C87 1.557, C89 1.530, H101 1.090, H102 1.090
89 C 26.4580 7.9371 20.3523  C88 1.530, C90 1.582, H103 1.090, H104 1.090
90 C 26.4583 9.5194 20.3681  C89 1.582, N91 1.496, C93 1.565, C94 1.469
91 N 25.1653 10.1329 19.9316  C86 1.525, C90 1.496, O92 1.380
92 O 25.1008 11.5099 19.8719  N91 1.380, H114 0.960
93 C 26.6883 10.0067 21.8373  C90 1.565, H105 1.090, H106 1.090, H107 1.090
94 C 27.5519 10.0900 19.5699  C90 1.469, H108 1.090, H109 1.090, H110 1.090
95 C 22.7810 9.6048 19.4924  C86 1.606, H111 1.090, H112 1.090, H113 1.090
96 H 25.3910 9.9606 17.1127  C85 1.090
97 H 24.2188 11.0241 17.6455  C85 1.090
98 H 23.7721 9.3327 16.9407  C85 1.090
99 H 23.8681 7.3124 19.7515  C87 1.090
100 H 24.0072 7.4987 17.9631  C87 1.090
101 H 26.5456 7.5611 18.1798  C88 1.090
102 H 25.9475 6.2844 19.0062  C88 1.090
103 H 27.4916 7.5994 20.4286  C89 1.090
104 H 25.8686 7.6756 21.2311  C89 1.090
105 H 26.8893 9.2302 22.5754  C93 1.090
106 H 27.6196 10.5729 21.8538  C93 1.090
107 H 25.9443 10.6869 22.2520  C93 1.090
108 H 27.8040 9.7845 18.5544  C94 1.090
109 H 27.7109 11.1674 19.6158  C94 1.090
110 H 28.4403 9.6218 19.9937  C94 1.090
111 H 22.5854 9.2689 20.5107  C95 1.090
112 H 22.0711 9.1469 18.8036  C95 1.090
113 H 22.4996 10.6561 19.5531  C95 1.090
114 H 24.2214 11.6879 20.2136  O92 0.960
115 C 32.1867 2.3103 15.6181  C116 1.587, H126 1.090, H127 1.090, H128 1.090
116 C 33.5141 3.1359 15.8912  C115 1.587, C117 1.566, N121 1.501, C125 1.607
117 C 34.0804 2.6506 17.2681  C116 1.566, C118 1.444, H129 1.090, H130 1.090
118 C 35.4557 2.7916 17.6867  C117 1.444, C119 1.603, H131 1.090, H132 1.090
119 C 36.3092 2.2692 16.4338  C118 1.603, C120 1.560, H133 1.090, H134 1.090
120 C 35.9969 3.0101 15.0968  C119 1.560, N121 1.493, C123 1.537, C124 1.578
121 N 34.5346 2.8996 14.8169  C116 1.501, C120 1.493, O122 1.430
122 O 34.1165 3.3694 13.5331  N121 1.430, H144 0.960
123 C 36.4994 4.4582 15.2092  C120 1.537, H135 1.090, H136 1.090, H137 1.090
124 C 36.8485 2.1878 14.0539  C120 1.578, H138 1.090, H139 1.090, H140 1.090
125 C 33.2486 4.7178 15.9900  C116 1.607, H141 1.090, H142 1.090, H143 1.090
126 H 32.0665 2.1594 14.5453  C115 1.090
127 H 31.4120 3.0255 15.8944  C115 1.090
128 H 31.9159 1.4419 16.2186  C115 1.090
129 H 33.4599 3.2051 17.9721  C117 1.090
130 H 33.9616 1.5672 17.2495  C117 1.090
131 H 35.7745 2.1830 18.5328  C118 1.090
132 H 35.7121 3.8413 17.8297  C118 1.090
133 H 36.2147 1.1836 16.4088  C119 1.090
134 H 37.3588 2.5160 16.5936  C119 1.090
135 H 35.9313 5.2941 15.6173  C123 1.090
136 H 37.5647 4.3930 15.4303  C123 1.090
137 H 36.6831 4.8332 14.2023  C123 1.090
138 H 36.2409 1.3572 13.6949  C124 1.090
139 H 36.8512 2.8444 13.1838  C124 1.090
140 H 37.8956 1.9625 14.2561  C124 1.090
141 H 32.2341 4.7670 16.3855  C125 1.090
142 H 33.1061 5.2739 15.0634  C125 1.090
143 H 33.9960 5.3117 16.5162  C125 1.090
144 H 34.0059 2.5921 12.9806  O122 0.960
145 C 28.8833 2.2341 13.1962  C146 1.570, H156 1.090, H157 1.090, H158 1.090
146 C 28.8135 3.7884 12.9831  C145 1.570, C147 1.598, N151 1.518, C155 1.510
147 C 30.3142 4.2852 13.2168  C146 1.598, C148 1.503, H159 1.090, H160 1.090
148 C 31.1893 4.0538 12.0175  C147 1.503, C149 1.468, H161 1.090, H162 1.090
149 C 30.6830 4.7200 10.8114  C148 1.468, C150 1.610, H163 1.090, H164 1.090
150 C 29.2072 4.2327 10.3917  C149 1.610, N151 1.531, C153 1.588, C154 1.549
151 N 28.2796 4.1379 11.6060  C146 1.518, C150 1.531, O152 1.400
152 O 27.0593 3.5129 11.3245  N151 1.400, H174 0.960
153 C 28.5498 5.2260 9.3410  C150 1.588, H165 1.090, H166 1.090, H167 1.090
154 C 29.4261 2.8501 9.7292  C150 1.549, H168 1.090, H169 1.090, H170 1.090
155 C 27.9951 4.4438 14.0701  C146 1.510, H171 1.090, H172 1.090, H173 1.090
156 H 29.4998 2.0512 14.0763  C145 1.090
157 H 29.3617 1.8272 12.3053  C145 1.090
158 H 27.9082 1.7922 13.4009  C145 1.090
159 H 30.3659 5.3375 13.4962  C147 1.090
160 H 30.8241 3.7250 14.0005  C147 1.090
161 H 31.4416 3.0078 11.8431  C148 1.090
162 H 32.1222 4.5130 12.3444  C148 1.090
163 H 31.3016 4.4281 9.9628  C149 1.090
164 H 30.7351 5.8013 10.9381  C149 1.090
165 H 28.8374 6.2688 9.4749  C153 1.090
166 H 28.7948 4.8553 8.3457  C153 1.090
167 H 27.4658 5.1254 9.2875  C153 1.090
168 H 29.9543 2.0836 10.2963  C154 1.090
169 H 28.5155 2.4292 9.3029  C154 1.090
170 H 30.1229 3.0256 8.9095  C154 1.090
171 H 26.9986 4.0035 14.1040  C155 1.090
172 H 27.9526 5.5255 13.9421  C155 1.090
173 H 28.5332 4.3329 15.0115  C155 1.090
174 H 27.1128 2.5746 11.1290  O152 0.960
175 C 30.6666 -5.2715 14.7460  O176 1.442, H184 1.090, H185 1.090, H186 1.090
176 O 29.4765 -4.4702 14.8932  C175 1.442, C177 1.429
177 C 29.9221 -3.1801 15.3151  O176 1.429, C178 1.556, H187 1.090, H188 1.090
178 C 28.7037 -2.5464 16.0460  C177 1.556, N179 1.439, H189 1.090, H190 1.090
179 N 28.9675 -1.1521 16.2839  C178 1.439, C180 1.434, H191 1.010
180 C 27.8853 -0.3119 16.7083  N179 1.434, C181 1.523, H192 1.090, H193 1.090
181 C 27.5972 -0.3933 18.2017  C180 1.523, O182 1.420, H194 1.090, H195 1.090
182 O 27.1949 -1.6995 18.5859  C181 1.420, C183 1.485
183 C 25.9174 -2.1275 17.9613  O182 1.485, H196 1.090, H197 1.090, H198 1.090
184 H 30.9796 -5.7083 15.6943  C175 1.090
185 H 31.5030 -4.6566 14.4136  C175 1.090
186 H 30.5591 -5.9926 13.9358  C175 1.090
187 H 30.2873 -2.5653 14.4925  C177 1.090
188 H 30.7514 -3.2021 16.0221  C177 1.090
189 H 28.4620 -3.2124 16.8743  C178 1.090
190 H 27.9068 -2.6615 15.3112  C178 1.090
191 H 29.5050 -1.0511 17.1329  N179 1.010
192 H 27.0899 -0.3961 15.9678  C180 1.090
193 H 28.3093 0.6804 16.5546  C180 1.090
194 H 26.8589 0.3759 18.4284  C181 1.090
195 H 28.4188 -0.0762 18.8440  C181 1.090
196 H 25.9125 -2.4727 16.9274  C183 1.090
197 H 25.0976 -1.4425 18.1774  C183 1.090
198 H 25.6155 -2.9013 18.6672  C183 1.090
199 C 35.3375 8.4468 18.1237  O200 1.381, H208 1.090, H209 1.090, H210 1.090
200 O 34.7664 7.3142 18.6689  C199 1.381, C201 1.425
201 C 35.0922 6.9307 20.0020  O200 1.425, C202 1.584, H211 1.090, H212 1.090
202 C 34.0954 5.9502 20.7465  C201 1.584, N203 1.458, H213 1.090, H214 1.090
203 N 34.2742 4.5623 20.3385  C202 1.458, C204 1.460, H215 1.010
204 C 33.2010 3.8582 21.0335  N203 1.460, C205 1.605, H216 1.090, H217 1.090
205 C 33.0020 2.3112 20.6536  C204 1.605, O206 1.400, H218 1.090, H219 1.090
206 O 32.0606 2.1376 19.6322  C205 1.400, C207 1.477
207 C 31.6868 0.7277 19.4001  O206 1.477, H220 1.090, H221 1.090, H222 1.090
208 H 36.2914 8.7220 18.5736  C199 1.090
209 H 34.6911 9.2951 18.3486  C199 1.090
210 H 35.4474 8.3263 17.0460  C199 1.090
211 H 35.0208 7.8414 20.5966  C201 1.090
212 H 36.1612 6.8033 20.1726  C201 1.090
213 H 33.0628 6.2990 20.7390  C202 1.090
214 H 34.3983 6.0047 21.7921  C202 1.090
215 H 34.3504 4.4210 19.3413  N203 1.010
216 H 32.3423 4.5231 20.9413  C204 1.090
217 H 33.3460 3.8140 22.1129  C204 1.090
218 H 32.7681 1.7733 21.5723  C205 1.090
219 H 33.9325 2.0067 20.1745  C205 1.090
220 H 30.8786 0.7634 18.6696  C207 1.090
221 H 31.3873 0.3313 20.3703  C207 1.090
222 H 32.4560 0.0547 19.0213  C207 1.090

Multiplicity   1
Gap between HOMO and LUMO   7.99 eV
Structure (SMILES)   CC1(C)CCCC(C)(C)N1O.CC1(C)CCCC(C)(C)N1O.CC1(C)CCCC(C)(C)N1O.CC1(C)CCCC(C)(C)N1O.COCCNCCOC.COCCNCCOC.CCO.CCO.CCO.CCO.CCO.CCO
HOMO level   -7.59 eV

---

Formula: C7H9NS
Source: the Open Molecules 2025 dataset
Level of theory: ωB97M-V/def2-TZVPD

Bonds (Å) are listed after each position.
CARTESIAN COORDINATES (ANGSTROEM)
1 C -1.1537 -2.7599 -0.4011  N8 1.276, S9 1.806, H10 1.091
2 C -0.5505 -0.7317 -0.1810  C3 1.453, C5 1.508, N8 1.323
3 C 0.4142 -1.3717 0.6971  C2 1.453, C4 1.514, S9 1.672
4 C 1.1947 -0.0885 0.8885  C3 1.514, C5 1.572, H11 1.055, H12 1.056
5 C 0.1203 0.6092 -0.0221  C2 1.508, C4 1.572, C6 1.493, C7 1.587
6 C 0.5705 1.1195 -1.3508  C5 1.493, H13 1.145, H14 1.148, H15 1.159
7 C -0.6810 1.6826 0.8293  C5 1.587, H16 0.976, H17 1.108, H18 1.108
8 N -1.4483 -1.5549 -0.6982  C1 1.276, C2 1.323
9 S 0.2772 -3.0375 0.6656  C1 1.806, C3 1.672
10 H -1.6932 -3.6782 -0.6393  C1 1.091
11 H 1.3124 0.2930 1.8652  C4 1.055
12 H 2.1427 0.0236 0.4373  C4 1.056
13 H 1.5229 1.7494 -1.2719  C6 1.145
14 H -0.0852 1.8731 -1.9154  C6 1.148
15 H 0.7621 0.2999 -2.1476  C6 1.159
16 H -0.0956 2.2015 1.4128  C7 0.976
17 H -1.2413 0.9153 1.3994  C7 1.108
18 H -1.3681 2.4552 0.4322  C7 1.108

Multiplicity   1
Gap between HOMO and LUMO   9.19 eV
Structure (SMILES)   CC1(C)Cc2scnc21
HOMO level   -8.43 eV
Energy relative to the best compared isomer or geometry (same formula, charge and spin)   2.096 eV